Entry 1:
{
  "formula": "C4H4N2O",
  "method": "ωB97M-V/def2-TZVPD",
  "gap_ev": 10.2371,
  "lumo_ev": 0.20,
  "energy_ha": -339.42859,
  "max_force_ev_per_a": 7.0,
  "symbols": ["O", "N", "N", "C", "C", "C", "C", "H", "H", "H", "H"],
  "xyz": [[2.21640, -1.12411, 0.10615], [0.93982, -1.21497, -0.19800], [2.62104, 0.25416, 0.15682], [-2.09805, -0.50838, 0.03068], [0.44198, -0.07616, -0.18967], [1.44967, 0.80318, -0.16053], [-0.98676, 0.23760, 0.01530], [-2.95025, -0.07444, 0.42123], [1.36450, 1.92449, -0.33651], [-1.04334, 1.30225, 0.31759], [-1.95500, -1.52362, -0.16307]],
  "forces_ev_per_angstrom": [[1.69, 0.93, -0.31], [0.61, -4.86, 1.29], [-2.85, -0.98, -1.47], [3.36, 0.87, -0.04], [-4.42, 0.72, -0.85], [4.38, 5.27, 1.17], [-0.38, 1.44, -0.10], [-1.84, 0.47, 0.35], [0.27, -1.68, 0.61], [-0.33, -0.60, -0.25], [-0.50, -1.59, -0.38]]
}

Entry 2:
{
  "formula": "C6H13NO",
  "method": "ωB97M-V/def2-TZVPD",
  "gap_ev": 3.9974,
  "lumo_ev": -3.55,
  "energy_ha": -366.08367,
  "max_force_ev_per_a": 5.3,
  "symbols": ["O", "N", "C", "C", "C", "C", "C", "C", "H", "H", "H", "H", "H", "H", "H", "H", "H", "H", "H", "H", "H"],
  "xyz": [[2.91208, 0.19640, 0.36835], [-0.69652, -0.55372, -2.10509], [-2.29469, -0.54205, 1.27831], [0.84125, 1.32986, 0.66315], [-0.39652, -1.88078, -1.51390], [-0.70788, 1.36888, 0.60268], [-1.52170, 0.53633, 1.60359], [1.65289, 0.24877, 0.45332], [1.81254, -0.24282, -3.08440], [-2.76878, -1.00522, 2.14266], [0.71534, -2.12053, -1.46428], [-1.01471, -2.65804, -1.98248], [-1.41445, 0.86689, 2.71880], [2.14949, -0.69181, -2.60737], [-1.14883, 2.36610, 0.68413], [-0.81134, -0.59462, -3.12666], [1.36927, 2.31259, 0.35781], [-2.26544, -0.86740, 0.23952], [-0.97986, 1.14546, -0.48563], [1.12180, -0.72584, 0.34645], [-0.62613, -1.84593, -0.47260]],
  "forces_ev_per_angstrom": [[-2.22, 0.86, 0.09], [1.29, -0.55, 1.31], [1.94, 2.26, 1.09], [-2.25, 4.38, -1.99], [-0.24, 1.34, -1.23], [0.42, -0.36, 0.00], [0.06, -1.05, 0.70], [2.54, -3.95, -0.05], [-0.10, 0.14, -0.12], [-0.30, -0.38, -0.76], [-0.88, 0.14, -0.73], [0.63, -0.23, -0.02], [-0.29, -0.61, -2.18], [0.21, -0.10, 0.12], [0.80, 0.36, 0.21], [-0.04, -0.48, 0.36], [-0.92, -1.38, 0.99], [-0.60, -0.19, 0.40], [0.25, -0.61, 0.85], [0.10, 0.32, 0.15], [-0.40, 0.11, 0.82]]
}

Entry 3:
{
  "formula": "C6H8O4",
  "method": "ωB97M-V/def2-TZVPD",
  "gap_ev": 10.7681,
  "lumo_ev": 0.29,
  "energy_ha": -534.25535,
  "max_force_ev_per_a": 9.7,
  "symbols": ["O", "O", "O", "O", "C", "C", "C", "C", "C", "C", "H", "H", "H", "H", "H", "H", "H", "H"],
  "xyz": [[-2.51727, -0.57460, -0.41735], [-2.32609, 1.35820, 0.86287], [2.32987, -0.47332, 0.29955], [2.91720, 1.49105, -0.53519], [1.99649, 0.74434, -0.17368], [3.63562, -0.86859, 0.23381], [-1.88873, 0.43396, 0.29973], [0.52380, 1.00173, -0.20753], [-3.91407, -0.37338, -0.34331], [-0.29713, 0.13097, 0.21686], [-4.53335, -1.27733, -0.76892], [-4.34296, 0.56718, -0.95542], [0.46387, 1.86409, -0.58375], [3.90606, -2.02001, 0.63896], [4.03825, -0.19192, 0.88283], [-4.09674, -0.11659, 0.61089], [4.16741, -1.03634, -0.69718], [-0.06225, -0.65945, 0.63682]],
  "forces_ev_per_angstrom": [[0.19, 1.61, 0.62], [-1.55, 1.24, 0.74], [-3.31, -1.16, -0.90], [-2.68, -0.73, 0.42], [3.30, 0.11, -0.39], [2.11, -4.59, 0.74], [4.38, -2.91, -2.23], [4.78, -4.03, 1.54], [-2.53, -0.13, -5.00], [-7.36, 5.93, -2.06], [1.66, 1.54, 1.16], [1.46, -1.93, 0.96], [-1.90, 6.79, -2.90], [-1.77, 2.94, -0.28], [2.70, 1.42, 1.34], [-1.40, 0.32, 3.40], [-0.58, 1.24, -0.73], [2.50, -7.67, 3.58]]
}

Entry 4:
{
  "formula": "C8H30N2O6",
  "method": "ωB97M-V/def2-TZVPD",
  "charge": 1,
  "gap_ev": [9.7570, 3.3572],
  "spin_multiplicity": 2,
  "lumo_ev": [-2.87, -9.27],
  "energy_ha": -883.33539,
  "max_force_ev_per_a": 2.5,
  "symbols": ["O", "O", "O", "O", "O", "O", "N", "N", "C", "C", "C", "C", "C", "C", "C", "C", "H", "H", "H", "H", "H", "H", "H", "H", "H", "H", "H", "H", "H", "H", "H", "H", "H", "H", "H", "H", "H", "H", "H", "H", "H", "H", "H", "H", "H", "H"],
  "xyz": [[-4.15838, -0.03504, 0.54870], [1.31081, -3.99277, -1.92818], [3.85179, -3.24613, -1.19985], [0.33152, -3.17993, 2.95287], [0.55878, -2.17764, 0.25925], [2.03512, 3.28015, -0.18380], [2.09047, 0.16330, 1.83806], [-1.81868, -1.42294, -0.47564], [2.49873, 1.94811, 0.24993], [-0.87634, 0.59130, -1.41826], [2.31448, 3.46805, -1.58648], [-1.87731, 0.01415, -0.37605], [1.64184, 1.48193, 1.36865], [1.54891, 2.41551, 2.56572], [-5.53102, 0.36801, 0.38929], [-3.35706, 0.44554, -0.51637], [0.72808, 2.16055, 3.23604], [1.88183, 2.68700, -2.21169], [1.46895, -3.62105, -2.79597], [-6.00798, 0.07030, 1.32309], [-3.77832, 0.03221, -1.43278], [1.30244, 3.45319, 2.34082], [-3.44715, 1.53091, -0.56071], [2.48807, 2.44606, 3.11813], [2.94178, -3.43636, -1.42775], [1.95837, -0.62361, 1.21885], [0.85463, -2.62811, -0.53182], [-5.60663, 1.44675, 0.25252], [-2.64082, -1.68691, 0.04828], [-0.64298, 1.65231, -1.32939], [-2.16879, -1.59194, -1.40782], [-1.23166, 0.51661, -2.44601], [-6.06317, -0.19436, -0.37796], [0.32753, -2.90843, 2.03499], [2.08451, 4.48332, -1.90965], [0.54420, -4.55420, -2.04367], [0.49819, -2.37355, 3.44092], [1.40359, -0.08722, 2.53488], [-1.47551, 0.36722, 0.57368], [0.09581, 0.10007, -1.45958], [-0.31979, -1.86519, 0.04315], [3.56407, 2.01761, 0.46973], [3.37765, 3.27720, -1.73257], [4.33492, -3.37111, -2.01668], [2.36886, 1.18073, -0.51320], [0.59565, 1.39840, 1.07432]],
  "forces_ev_per_angstrom": [[0.17, 0.13, -0.27], [-0.17, 0.29, -0.07], [0.34, 0.49, 0.09], [-0.15, -0.16, 0.49], [1.70, 0.14, 0.82], [1.16, -1.58, -1.60], [0.17, 0.39, 0.38], [-1.17, -0.04, 0.05], [-1.35, -0.06, -0.09], [-0.51, 0.48, -0.75], [0.23, 0.69, 0.34], [0.54, 1.35, -0.53], [-1.24, -0.52, 2.07], [0.39, 0.79, 0.47], [0.38, -0.66, 0.95], [0.22, 0.56, 0.00], [0.19, -0.56, 0.03], [-0.61, -0.14, 0.24], [-0.01, 0.07, -0.42], [0.00, 0.29, 0.04], [0.19, 0.02, -0.52], [0.12, 0.06, -0.57], [0.07, 0.29, -0.09], [-0.02, -0.21, 0.13], [-0.17, -0.37, 0.26], [0.05, 0.05, -1.05], [0.23, -0.46, -0.20], [-0.06, 0.00, -0.12], [-0.04, -0.83, 0.75], [-0.34, 0.23, 0.48], [0.35, -0.48, -0.63], [-0.40, -0.22, -0.10], [0.30, 0.13, -0.46], [0.16, 0.04, -0.70], [-0.30, -0.23, 0.34], [-0.21, -0.35, 0.16], [0.05, 0.05, 0.24], [0.18, 0.07, 0.71], [-0.33, -0.33, 0.45], [-0.11, -0.49, 0.59], [-1.23, 0.09, -0.36], [0.31, 0.40, 0.33], [0.47, 0.05, 0.22], [0.27, -0.10, -0.12], [0.30, 0.46, -0.87], [-0.09, 0.17, -1.08]]
}